9
Properties=species:S:1:pos:R:3:forces:R:3:nbo_charge:R:1 method="wB97M-V/def2-TZVPD" lumo_energy_ha="-0.033 / -0.033" e_tot_ha=-280.258569 fmax_ha_per_bohr=0.0462 orbital_gap_ev="8.853 / 8.851" relative_energy_kcal_mol=76.69
H -0.9597 -1.1154 -1.2005 -0.404 -0.039 0.127 0.403
H -0.6569 -2.0737 0.1854 -0.250 -0.016 -0.002 0.403
C 0.6180 -0.5528 -0.1288 -0.746 -0.245 -0.038 0.315
C 0.3326 0.6200 0.6321 0.959 0.347 0.115 -0.264
H 0.0979 0.4823 1.6900 0.723 0.178 -0.172 0.246
N -0.2961 -1.4826 -0.5423 0.582 -1.483 -1.160 -0.881
N -0.7407 2.6912 -0.4928 0.492 -0.996 0.530 -0.283
N 1.8394 -0.3429 -0.1518 -1.532 1.420 1.133 -0.163
C -0.2345 1.7741 0.0088 0.177 0.834 -0.533 0.225


9
Properties=species:S:1:pos:R:3:forces:R:3:nbo_charge:R:1 method="wB97M-V/def2-TZVPD" lumo_energy_ha=-0.017 e_tot_ha=-280.202873 fmax_ha_per_bohr=0.1960 orbital_gap_ev=9.570 relative_energy_kcal_mol=111.64
H 2.2086 0.4986 1.4578 -2.622 -1.675 -0.909 0.256
H -2.4891 -0.9142 0.7290 0.664 1.400 -1.233 0.193
N 2.4145 0.3765 -1.7034 -5.754 2.701 7.823 -0.296
H -2.4773 -0.4112 -1.2601 0.937 0.742 3.158 0.223
C -2.0011 -0.3214 -0.1379 1.311 -2.082 -1.084 -0.053
N -0.7511 0.0200 -0.1770 -0.563 0.037 0.113 -0.294
N 0.1300 -0.0740 1.0018 -6.926 -1.794 1.304 -0.272
C 1.2714 0.1689 0.7798 7.313 4.702 -2.917 0.087
C 1.6942 0.6568 -0.6900 5.640 -4.031 -6.255 0.156


9
Properties=species:S:1:pos:R:3:forces:R:3:nbo_charge:R:1 method="wB97M-V/def2-TZVPD" lumo_energy_ha=0.004 e_tot_ha=-280.304649 fmax_ha_per_bohr=0.0444 orbital_gap_ev=8.788 relative_energy_kcal_mol=47.77 smiles="C=C=C=N.N#N"
C 1.0806 0.3972 0.7163 0.586 -0.260 -1.284 0.400
H -2.0657 -0.1305 -0.4258 -0.640 0.339 -1.410 0.189
H -1.5301 -0.8049 1.0464 -0.241 -0.937 1.905 0.181
N 0.9046 0.1611 4.1731 0.916 -1.023 -0.427 -0.011
H 3.1040 0.7332 0.5835 -1.927 -0.160 0.554 0.411
C -1.2553 -0.2221 0.2347 0.363 0.421 -0.544 -0.299
N 1.6089 -0.6164 3.8462 -0.949 0.976 0.539 0.011
C -0.0537 0.2789 0.0995 -0.368 0.395 0.436 -0.251
N 2.2251 0.4244 1.0845 2.259 0.250 0.233 -0.632


9
Properties=species:S:1:pos:R:3:forces:R:3:nbo_charge:R:1 method="wB97M-V/def2-TZVPD" lumo_energy_ha=-0.026 e_tot_ha=-280.217225 fmax_ha_per_bohr=0.0334 orbital_gap_ev=9.138 relative_energy_kcal_mol=102.63
N 1.0464 -1.1259 0.4127 -0.378 0.399 -1.126 -0.203
N -1.1120 -1.2143 0.0908 0.140 0.552 -0.604 -0.312
H 1.7204 0.3881 -0.9944 0.684 0.091 0.713 0.220
C 0.0379 0.9641 0.3148 0.091 -0.579 -0.603 -0.203
H -1.6780 0.4923 -0.8844 -0.667 0.205 0.577 0.231
C -0.9926 0.0822 -0.1528 -1.405 -0.186 0.924 0.003
H 0.0132 1.9677 0.7514 -0.126 -0.166 -1.135 0.243
N -0.0267 -1.7097 0.6891 0.336 -0.082 0.191 0.026
C 0.9913 0.1556 -0.2272 1.326 -0.233 1.063 -0.004


10
Properties=species:S:1:pos:R:3:forces:R:3:nbo_charge:R:1 method="wB97M-V/def2-TZVPD" lumo_energy_ha=-0.017 e_tot_ha=-355.441745 fmax_ha_per_bohr=0.0761 orbital_gap_ev=9.415 relative_energy_kcal_mol=124.34 smiles="C1=NN=CON=C1"
O 1.1124 0.0804 0.8002 2.070 -0.186 1.266 -0.445
H 0.4662 -1.2274 -2.0914 -0.828 -0.177 2.833 0.234
N 1.3933 -0.2415 -0.6024 -3.342 -1.989 0.419 -0.082
H 1.0535 2.2614 1.0995 -0.480 -1.872 -0.104 0.193
N -1.4455 0.1582 0.5299 0.250 -1.524 -0.998 -0.211
N -0.7604 1.3605 0.6530 1.407 -0.897 0.672 -0.278
C 0.3490 -0.9943 -0.9170 1.098 2.967 -1.587 -0.004
H -1.6852 -1.7444 -0.3155 0.154 0.531 0.813 0.209
C 0.5164 1.2647 0.9071 -1.751 2.066 -1.540 0.366
C -0.9998 -0.9176 -0.0633 1.422 1.080 -1.774 0.017


10
Properties=species:S:1:pos:R:3:forces:R:3:nbo_charge:R:1 method="wB97M-V/def2-TZVPD" lumo_energy_ha=0.001 e_tot_ha=-355.575702 fmax_ha_per_bohr=0.0455 orbital_gap_ev=10.548 relative_energy_kcal_mol=40.28 smiles="O=Cn1ccnn1"
C -0.0905 -0.9095 -0.1400 0.101 -1.284 1.956 -0.077
C 0.5657 0.8923 1.5259 -0.573 -0.102 -0.695 0.563
H 0.6350 0.0492 2.2250 0.249 0.155 0.318 0.126
H -0.0478 -1.8670 0.4452 0.160 1.613 -0.299 0.246
C -0.5313 -0.7897 -1.3841 -0.850 -0.580 -2.057 -0.128
H -0.9290 -1.5455 -2.0595 0.271 0.226 0.314 0.225
N -0.0026 1.2267 -0.8294 -0.422 -0.696 0.445 -0.003
N 0.2043 0.3751 0.2422 0.409 0.584 -0.321 -0.284
O 0.6681 2.0555 1.7593 0.191 -0.553 0.079 -0.470
N -0.4720 0.5129 -1.7845 0.465 0.637 0.262 -0.198


10
Properties=species:S:1:pos:R:3:forces:R:3:nbo_charge:R:1 method="wB97M-V/def2-TZVPD" lumo_energy_ha=0.021 e_tot_ha=-355.609743 fmax_ha_per_bohr=0.0375 orbital_gap_ev=10.220 relative_energy_kcal_mol=18.92 smiles="N=C=CC=O.N#N"
N 1.3308 -2.1933 0.1394 1.079 1.173 -1.081 -0.026
H 0.5728 2.5573 -0.4718 0.063 -0.073 0.033 0.120
H -1.0882 -1.9819 1.0167 -0.027 0.021 -0.078 0.406
C 0.3245 1.6402 0.0948 0.049 -0.023 0.243 0.407
C -0.4927 0.6702 -0.6443 -0.097 -0.081 0.107 -0.580
O 0.7052 1.4880 1.2370 -0.139 0.102 -0.375 -0.545
C -1.0335 -0.3171 0.0556 -0.292 -0.360 0.348 0.530
N -1.5805 -1.1249 0.7733 0.332 0.533 -0.457 -0.597
N 1.8991 -1.4856 -0.4853 -0.911 -1.287 1.097 0.027
H -0.6374 0.7472 -1.7154 -0.057 -0.005 0.165 0.258


10
Properties=species:S:1:pos:R:3:forces:R:3:nbo_charge:R:1 method="wB97M-V/def2-TZVPD" lumo_energy_ha="-0.058 / -0.028" e_tot_ha=-355.405894 fmax_ha_per_bohr=0.0628 orbital_gap_ev="6.818 / 8.660" relative_energy_kcal_mol=146.83
N 1.1781 -0.8297 -0.7317 -0.724 0.581 -0.488 -0.189
N -1.2750 0.5594 -0.1668 -0.504 -0.849 1.062 -0.379
O 0.0276 -1.4167 -0.2977 -0.705 -0.949 -0.245 -0.294
H -0.1536 -0.3487 1.2914 1.308 1.515 2.536 0.198
N 2.2635 0.8024 0.7926 -0.204 -0.257 0.155 -0.358
C 1.6844 0.0118 0.1688 0.982 0.710 0.102 0.287
C -0.7720 -0.6736 0.5522 -0.964 -0.953 -1.693 0.053
H -1.5593 -1.3021 0.9790 -0.020 0.269 -0.664 0.219
C -0.6548 1.1420 -0.9900 0.617 0.512 -1.106 0.229
H -0.7389 2.0552 -1.5977 0.215 -0.580 0.341 0.234